(1)
ORCA calculation (ωB97M-V/def2-TZVPD) on a molecular structure, C3H3O4Rh.

```
11
Properties=species:S:1:pos:R:3
O -0.6451 1.7081 1.1246
C 0.2186 0.9420 1.4638
C 0.4618 -0.3920 0.8101
H 0.8954 1.1723 2.3153
H 1.4930 -0.3865 0.4256
H 0.3008 -1.1905 1.5478
O 0.4759 0.5919 -1.8017
C 0.0763 -0.5364 -1.5192
O -0.4546 -0.6399 -0.2380
O -0.6663 -1.2085 -2.3058
Rh -2.1557 -0.0604 -1.8226
```

Output
total charge = +2
2S+1 = 5
LUMO (alpha / beta) = -10.59 / -14.26 eV
frontier orbital gap (alpha / beta) = 9.90 / 5.93 eV
calculated total energy = -14330.1330 eV

(2)
ORCA calculation (ωB97M-V/def2-TZVPD) on C3H3OP in the gas phase.

```
8
Properties=species:S:1:pos:R:3
C 0.5506 1.3619 0.2294
C 1.2972 0.3356 -0.2572
C -0.8174 1.3111 -0.0340
O -1.4662 -1.1306 -0.0403
P -2.1655 0.3987 0.0373
H 0.9975 2.0715 0.8343
H 1.4792 -0.2824 -1.2201
H -1.8648 -1.7908 0.4725
```

Output
total charge = 0
LUMO (alpha / beta) = -1.00 / -0.15 eV
frontier orbital gap (alpha / beta) = 7.62 / 8.36 eV
relative energy (zero: lowest compared OMol25 entry of this formula, charge and spin) = 491.13 kJ/mol
calculated total energy = -14489.9315 eV

(3)
ORCA calculation (ωB97M-V/def2-TZVPD) on 2 unconnected molecules or ions with the total composition C3H3OS2.

```
9
Properties=species:S:1:pos:R:3
C 1.0489 -0.3451 -0.1474
C 1.1119 0.9625 -0.2421
C -2.3726 -0.6448 0.4198
O -2.6528 0.4562 0.7489
S -2.1168 -2.1304 0.0895
S 2.4447 1.9360 0.2818
H 0.0887 -0.8358 -0.4038
H 1.9602 -0.9455 0.1646
H 0.4878 1.5468 -0.9112
```

Output
total charge = -1
LUMO = 2.66 eV
frontier orbital gap = 4.93 eV
relative energy (zero: lowest compared OMol25 entry of this formula, charge and spin) = 116.26 kJ/mol
calculated total energy = -26877.8048 eV

(4)
ORCA calculation (ωB97M-V/def2-TZVPD) on 2 unconnected molecules or ions with the total composition C3H4.

```
7
Properties=species:S:1:pos:R:3
C -2.1506 0.0245 0.2205
C -0.9565 -0.2943 0.2157
C 1.5208 0.1101 -0.2224
H -3.0743 -0.1980 0.6135
H 1.7778 1.0675 -0.7749
H 1.4676 0.1500 0.7931
H 1.4151 -0.8599 -0.8455
```

Output
total charge = 0
LUMO (alpha / beta) = -1.78 / -1.28 eV
frontier orbital gap (alpha / beta) = 7.83 / 8.49 eV
relative energy (zero: lowest compared OMol25 entry of this formula, charge and spin) = 493.16 kJ/mol
calculated total energy = -3168.7389 eV

(5)
ORCA calculation (ωB97M-V/def2-TZVPD) on C3H4 in the gas phase.

```
7
Properties=species:S:1:pos:R:3
C -0.9609 0.1685 -0.4498
C 0.2035 0.0021 0.1962
C 1.3274 -0.7430 0.5424
H -1.5326 1.0678 -0.2346
H 0.1549 0.6604 1.0832
H -1.4208 -0.5957 -1.0618
H 2.2286 -0.5600 -0.0756
```

Output
total charge = 0
LUMO (alpha / beta) = -0.62 / -0.61 eV
frontier orbital gap (alpha / beta) = 7.73 / 7.74 eV
relative energy (zero: lowest compared OMol25 entry of this formula, charge and spin) = 306.49 kJ/mol
calculated total energy = -3170.6736 eV

(6)
ORCA calculation (ωB97M-V/def2-TZVPD) on 16 unconnected molecules or ions with the total composition C3H40N2O16.

```
61
Properties=species:S:1:pos:R:3
C -0.5104 0.8243 -0.6312
N 0.4409 0.8993 0.4794
C 0.5884 2.1592 1.1996
O 1.9698 2.4223 1.4152
C 0.0026 -0.1652 -1.7125
N -0.5731 -1.5131 -1.5899
H -0.6356 1.7952 -1.1053
H -1.4939 0.4524 -0.2836
H 0.2996 0.1104 1.0921
H 0.2341 3.0151 0.6232
H 0.1005 2.1147 2.1912
H 2.3568 1.7269 2.0021
H -0.1529 0.2984 -2.6921
H 1.0734 -0.2833 -1.5741
H 0.0226 -2.1892 -2.0611
H -1.5023 -1.5671 -1.9790
H -3.4468 1.7177 2.1127
H -3.7940 0.7731 3.2953
O -3.2900 0.8034 2.4764
H 2.6819 2.1288 -0.0576
H 2.3320 0.9858 -0.9483
O 2.9054 1.7661 -0.9535
H 3.4001 -0.9826 -1.0342
H 2.1617 -1.2324 -0.0971
O 2.4315 -1.1884 -1.0416
H 2.4628 -0.2964 2.5030
H 2.2169 0.5306 3.7635
O 2.8387 0.4582 3.0152
H 1.8080 2.7663 -1.9376
H 1.8525 3.8450 -3.0671
O 1.2467 3.2896 -2.5517
H -4.5430 1.1724 -0.4641
H -3.7315 2.0137 -1.4926
O -4.4457 2.0750 -0.8614
H 0.2078 -4.3583 0.8754
H -0.6338 -3.1324 1.2182
O 0.1010 -3.6886 1.5610
H -1.4712 -1.2108 -0.4392
H -1.2775 -2.7077 -0.5994
O -1.6982 -2.0609 0.0200
H 1.3914 -2.3548 1.7623
H 0.6563 -1.0335 1.7153
O 1.5614 -1.4053 1.5581
H -2.8883 3.7611 1.1515
H -4.0537 2.9512 0.5549
O -3.6661 3.2489 1.4181
H 5.4365 0.0498 -0.2197
H 4.3539 0.7765 -1.0570
O 4.9198 -0.0318 -1.0134
H 0.8381 -2.8614 -1.0137
H 0.2176 -3.3225 -2.3212
O 0.1632 -3.4666 -1.3628
H -1.7439 -0.0606 2.4594
H -1.3159 -1.3195 1.6548
O -1.0018 -0.6969 2.3408
H -3.7782 -1.0936 -0.0021
H -4.0792 -0.1399 1.1703
O -4.3950 -0.4178 0.2823
H 1.8652 -2.2478 -3.9802
H 1.7512 -1.7425 -2.5210
O 1.2319 -2.1601 -3.2460
```

Output
total charge = 0
LUMO = 0.25 eV
frontier orbital gap = 8.69 eV
relative energy (zero: lowest compared OMol25 entry of this formula, charge and spin) = 439.09 kJ/mol
calculated total energy = -39497.4836 eV